{"formula": "CH3IO3P", "method": "ωB97M-V/def2-TZVPD", "symbols": ["C", "O", "O", "O", "P", "I", "H", "H", "H"], "coordinates": [[1.0388, -0.1489, -0.3877], [-2.4714, 1.1415, -0.9625], [-0.8392, 2.1544, 0.7809], [-0.1236, 0.3676, -1.0139], [-1.3025, 1.1110, -0.1303], [-0.1651, -3.7134, 2.3254], [2.0089, -0.0419, -0.9208], [0.8508, -1.2243, -0.2214], [1.0033, 0.3540, 0.5302]], "forces_ev_per_angstrom": [[0.149, -1.637, 0.269], [-1.948, -0.692, -0.178], [0.107, -0.947, 0.972], [-2.154, 0.776, 0.277], [3.341, 1.087, -2.899], [0.020, 0.182, -0.125], [-1.071, 0.486, -0.079], [0.318, 0.389, 0.072], [1.237, 0.356, 1.691]], "de_lowest_ev": 1.617, "charge": -1, "e_tot_ev": -24620.62655, "homo_ev": -3.7}

{"formula": "CH3IOS", "method": "ωB97M-V/def2-TZVPD", "symbols": ["C", "O", "S", "I", "H", "H", "H"], "coordinates": [[0.2417, 0.2527, -0.4481], [1.7808, -1.7540, -1.3989], [1.8072, -0.7600, -0.2980], [-3.7048, 0.9635, 3.4087], [0.3727, 1.2626, -0.9573], [0.0226, 0.4141, 0.6146], [-0.5202, -0.3789, -0.9209]], "forces_ev_per_angstrom": [[0.958, 0.450, 0.178], [0.083, -0.291, -0.337], [-0.902, 0.882, -0.146], [0.008, -0.001, -0.007], [-0.030, -1.474, 0.488], [-0.363, 0.169, -0.273], [0.247, 0.265, 0.096]], "de_lowest_ev": 1.226, "charge": 0, "e_tot_ev": -22066.85353, "homo_ev": [-10.1, -8.8]}

{"formula": "CH3IOS2", "method": "ωB97M-V/def2-TZVPD", "symbols": ["C", "S", "O", "S", "I", "H", "H", "H"], "coordinates": [[-0.0244, 0.1517, -0.1265], [-1.2327, 1.4265, -0.7140], [-0.6969, 1.8019, -1.9682], [-3.0326, 0.8058, -0.7201], [-1.0953, 3.0857, 1.0655], [0.3191, 0.1335, 0.9645], [-0.3689, -0.8377, -0.6155], [0.7646, 0.5540, -0.6021]], "forces_ev_per_angstrom": [[-2.396, -1.645, 1.760], [-1.192, -2.229, 1.856], [1.022, 1.276, -1.508], [0.055, -0.051, 0.210], [0.307, 0.266, -0.084], [-1.451, -0.156, -1.340], [0.585, 1.649, 1.095], [3.071, 0.891, -1.989]], "de_lowest_ev": 1.291, "charge": 0, "smiles": "C[S@@](=O)(=S)I", "e_tot_ev": -32902.52843, "homo_ev": -9.3}

{"formula": "CH3IOS2", "method": "ωB97M-V/def2-TZVPD", "symbols": ["C", "O", "S", "S", "I", "H", "H", "H"], "coordinates": [[0.6860, 0.3257, 0.4400], [2.2669, -1.1550, -1.5639], [1.5419, -1.1406, 1.1441], [2.9076, -1.6148, -0.3470], [4.3700, 0.5270, 0.1247], [0.8735, 0.2187, -0.5818], [1.3982, 1.0967, 0.8175], [-0.2789, 0.5117, 0.8354]], "forces_ev_per_angstrom": [[3.435, 0.410, 1.893], [-0.009, -0.692, -1.057], [-0.833, -1.002, 0.810], [-0.223, 2.269, 0.696], [0.114, -0.714, -0.094], [-0.640, 0.117, -1.817], [-0.884, 0.025, -0.470], [-0.959, -0.413, 0.038]], "de_lowest_ev": 0.604, "charge": 0, "e_tot_ev": -32903.21544, "homo_ev": [-9.2, -9.2]}

> Which formula does entry 3 have?

CH3IOS2

> What is the formula in the third record?

CH3IOS2

> Number 2 is which compound?

CH3IOS